Record 1
{
  "formula": "C3H10NO2",
  "method": "wB97M-V/def2-TZVPD",
  "largest_force_ev_per_a": 5.353,
  "total_charge": -1,
  "relative_energy_kj_mol": 240.3,
  "gap_ev": 6.036,
  "mol_weight_g_mol": 92.12,
  "multiplicity": 1,
  "species": ["C", "C", "C", "O", "N", "H", "H", "H", "H", "H", "H", "H", "H", "H", "H", "O"],
  "positions_angstrom": [[-0.3825, 0.9560, -0.5647], [-0.0270, -0.6151, -0.4036], [-1.0005, -1.5584, -1.2334], [-0.5776, -1.6549, -2.4251], [0.0998, 1.5159, 0.8108], [-1.5452, 0.9745, -0.7621], [0.1072, 1.4299, -1.3960], [1.0705, -0.6278, -0.4015], [-0.1711, -0.7296, 0.6594], [-1.9280, -1.1110, -1.1680], [-0.8888, -2.5940, -0.7119], [0.0886, 2.5137, 0.7859], [-0.6596, 1.2242, 1.4415], [2.0154, -0.3998, 1.2115], [1.5558, 0.6218, 2.1933], [2.2432, 0.0548, 1.9640]],
  "forces_ev_per_a": [[-1.02, -2.37, 1.66], [-1.17, 2.52, 0.67], [4.74, -1.36, 2.08], [0.68, -0.27, -4.43], [-1.66, -0.68, -1.59], [2.07, 0.44, 0.63], [0.38, 0.26, -0.14], [-0.08, -0.81, -1.29], [-0.71, -0.41, 0.88], [-3.07, 0.90, 1.06], [-0.93, 0.69, 0.45], [-0.14, 0.90, 0.05], [0.48, 0.33, -0.16], [-1.18, -1.32, -2.65], [-1.94, 1.42, -0.13], [3.56, -0.24, 2.91]]
}

Record 2
{
  "formula": "C3H10N3PS",
  "method": "wB97M-V/def2-TZVPD",
  "largest_force_ev_per_a": 0.633,
  "relative_energy_kj_mol": 0.0,
  "gap_ev": 9.514,
  "mol_weight_g_mol": 151.18,
  "multiplicity": 1,
  "species": ["C", "C", "C", "N", "N", "N", "P", "S", "H", "H", "H", "H", "H", "H", "H", "H", "H", "H"],
  "positions_angstrom": [[-1.2222, 1.5261, 0.4410], [-1.8658, 0.5027, -0.4208], [-2.1723, -0.7198, -0.0199], [2.9383, 0.2879, -0.0958], [0.8699, -0.8052, -1.2937], [0.7498, -0.7510, 1.3240], [1.2762, 0.0320, 0.0890], [0.4251, 1.9784, -0.2240], [-1.7823, 2.4633, 0.4504], [-1.0773, 1.1628, 1.4575], [-2.0493, 0.8162, -1.4408], [-2.6352, -1.4247, -0.6885], [-1.9798, -1.0556, 0.9846], [3.1916, 0.9388, -0.8279], [3.3827, 0.5504, 0.7744], [1.6616, -1.0156, -1.8848], [0.3368, -1.6270, -1.0494], [0.8948, -0.2974, 2.2124]],
  "forces_ev_per_a": [[0.18, 0.14, 0.02], [-0.29, 0.02, -0.04], [-0.23, 0.11, -0.01], [-0.40, 0.03, 0.11], [0.25, 0.02, 0.14], [0.48, 0.23, -0.31], [-0.13, 0.06, -0.31], [0.35, -0.32, 0.42], [0.00, -0.06, 0.05], [-0.12, 0.08, -0.03], [-0.03, -0.07, -0.12], [-0.10, -0.13, -0.19], [0.12, -0.02, 0.19], [0.05, 0.09, -0.03], [0.04, 0.00, -0.02], [-0.04, -0.14, 0.02], [-0.05, -0.11, -0.13], [-0.08, 0.07, 0.27]]
}

Record 3
{
  "formula": "C3H9NO2",
  "method": "wB97M-V/def2-TZVPD",
  "largest_force_ev_per_a": 2.673,
  "relative_energy_kj_mol": 759.1,
  "gap_ev": 5.549,
  "mol_weight_g_mol": 91.11,
  "multiplicity": 1,
  "species": ["C", "N", "C", "C", "O", "H", "H", "H", "H", "H", "H", "H", "H", "H", "O"],
  "positions_angstrom": [[2.3207, -0.3373, 0.2656], [2.3415, 0.0676, -1.0569], [-1.7646, -0.0833, 1.6462], [1.1305, 0.4781, -1.4912], [1.3814, -0.4378, 1.0207], [3.3143, -0.5718, 0.6735], [-2.4362, -0.1360, 2.4990], [-0.7256, -0.0843, 1.9710], [-1.8885, 0.8969, 1.1952], [0.6634, 1.3228, -0.9797], [1.0538, 0.7214, -2.5500], [0.2662, -0.3628, -1.4214], [-1.9433, -0.8252, 0.8819], [-2.1233, -0.5024, -1.6965], [-1.5903, -0.1459, -0.9574]],
  "forces_ev_per_a": [[1.48, 0.39, 2.05], [-1.98, -1.36, -0.81], [0.12, 0.82, 0.64], [0.80, 2.27, -1.17], [-0.52, -0.05, -0.82], [0.16, 0.00, -0.39], [-0.04, -0.24, 0.08], [-0.07, -0.40, 0.07], [-0.25, 0.09, -0.14], [-0.49, -0.60, 0.88], [0.52, -0.29, -0.26], [-2.05, -0.08, 0.91], [-0.05, -0.24, 0.33], [0.33, 0.11, 0.12], [2.03, -0.43, -1.50]]
}

Record 4
{
  "formula": "C8H15PS2",
  "method": "wB97M-V/def2-TZVPD",
  "largest_force_ev_per_a": 0.392,
  "relative_energy_kj_mol": 0.0,
  "gap_ev": 9.050,
  "mol_weight_g_mol": 206.32,
  "multiplicity": 1,
  "species": ["C", "C", "C", "C", "C", "C", "C", "C", "P", "S", "S", "H", "H", "H", "H", "H", "H", "H", "H", "H", "H", "H", "H", "H", "H", "H"],
  "positions_angstrom": [[2.0151, -0.2507, -0.2764], [1.3811, -1.3519, -0.6540], [1.2771, 0.8430, 0.4389], [1.9764, -2.5606, -1.2857], [1.8241, 2.2294, 0.1159], [1.3666, 0.5939, 1.9523], [-4.6418, -0.4543, 0.9149], [-4.1307, -0.2972, -0.2874], [-0.5524, 0.6713, -0.0266], [-0.4172, 1.4246, -2.0060], [-0.3783, -1.4116, -0.3493], [3.0818, -0.1440, -0.4126], [2.7876, -2.2729, -1.9532], [1.2219, -3.1007, -1.8523], [2.3746, -3.2285, -0.5232], [1.8165, 2.4202, -0.9542], [2.8534, 2.3010, 0.4683], [1.2376, 3.0005, 0.6109], [0.8206, 1.3638, 2.4946], [2.4063, 0.6144, 2.2707], [0.9494, -0.3787, 2.2077], [-5.0800, -1.3865, 1.2307], [-4.6441, 0.3418, 1.6415], [-1.7349, 1.4835, -2.1495], [-4.1178, -1.0901, -1.0183], [-3.6930, 0.6402, -0.5975]],
  "forces_ev_per_a": [[-0.15, 0.01, -0.12], [-0.34, 0.14, 0.03], [-0.28, -0.01, 0.04], [0.13, -0.11, -0.02], [-0.06, -0.13, -0.07], [-0.21, 0.01, -0.07], [-0.10, -0.04, 0.25], [0.15, 0.08, -0.31], [0.31, 0.05, 0.24], [0.29, 0.03, -0.16], [0.16, 0.01, 0.11], [0.20, -0.02, -0.06], [0.03, -0.06, -0.01], [0.06, -0.07, -0.10], [0.02, -0.13, 0.01], [0.05, 0.08, -0.04], [0.06, 0.02, 0.05], [-0.03, 0.12, 0.03], [-0.02, 0.05, 0.12], [0.14, 0.01, 0.02], [-0.03, -0.06, 0.06], [-0.07, -0.20, 0.02], [0.02, 0.17, 0.09], [-0.36, 0.07, -0.04], [-0.03, -0.16, -0.08], [0.03, 0.14, 0.01]]
}